The following is a DFT calculation (ωB97M-V/def2-TZVPD) of a structure of composition C10H19ClIN3O2PTb at a distorted geometry.

The geometry in XYZ format:
```
38
C10H19ClIN3O2PTb | the Open Molecules 2025 dataset | ωB97M-V/def2-TZVPD
C 0.6443 -1.5789 -0.3077
I 0.7980 2.1252 -0.0349
H -0.4715 -1.4716 -0.4497
H 0.8346 -2.2043 0.5882
H 0.9231 -2.1869 -1.1893
Tb -1.3658 0.2015 0.7092
P -0.2486 0.4068 -2.4658
C 1.3432 0.8351 -3.2609
C -0.7118 -0.9995 -3.5388
H -2.3366 1.5658 -2.7438
H -1.3519 1.6605 -4.2460
H -0.9716 2.7133 -2.8299
C -1.3229 1.7209 -3.1447
H -1.6519 -1.4250 -3.1710
H -0.8556 -0.6613 -4.5753
H 1.2170 0.9598 -4.3467
H 2.0878 0.0497 -3.0846
H 0.0549 -1.7849 -3.5170
H 1.7513 1.7631 -2.8484
C 1.4962 -0.3174 -0.2733
O 2.6777 -0.3452 -0.0424
Cl -3.3687 -0.5015 -0.5864
C -2.1532 0.7441 5.3989
N -0.9943 0.1368 4.7434
C -0.0113 -0.4691 5.4758
C 1.0383 -1.0465 4.8225
C 1.1050 -0.9586 3.4191
N 0.0412 -0.4809 2.7039
C -0.9678 0.0885 3.4110
O -1.9660 0.6288 2.7574
N 2.1786 -1.4147 2.7366
H -2.7753 1.1754 4.6144
H -1.8063 1.5225 6.0827
H -2.7091 -0.0175 5.9586
H -0.1606 -0.4368 6.5555
H 1.8738 -1.4850 5.3630
H 2.9460 -1.7744 3.2924
H 2.4672 -1.0352 1.8304
```

The orbital gap (alpha / beta) is 6.070 / 6.301 eV. The spin multiplicity is 7. The net charge is +2. For the electronic energy, the calculation gives -71575.327 eV. For the strongest force on any atom, the calculation gives 4.06 eV/Å.

=====

The following is a DFT calculation (ωB97M-V/def2-TZVPD) of a cluster of 2 separate species, C10H19ClN in total at a distorted geometry.

The geometry in XYZ format:
```
31
C10H19ClN | the Open Molecules 2025 dataset | ωB97M-V/def2-TZVPD
C 1.1664 1.4749 1.0851
C 1.1503 -1.5806 0.9179
C 1.3396 1.2724 -0.4847
C 1.2217 -1.2493 -0.5527
C -0.3095 1.3067 1.4959
C -0.2573 -1.2503 1.5603
C 0.5966 0.0665 -0.9982
C -0.7556 0.0287 0.8649
C -1.6840 -1.1817 -0.9285
C -1.5280 1.2454 -1.2347
N -0.9082 0.0357 -0.5443
Cl -4.5834 -0.0587 -0.0960
H 1.6522 0.8454 1.7577
H 1.4316 2.5065 1.4814
H 1.3081 -2.6476 1.2480
H 1.8935 -0.8713 1.5644
H 0.9169 2.2304 -1.0575
H 2.2645 1.0065 -0.8617
H 2.2009 -1.3463 -0.7799
H 0.8444 -2.1662 -1.1705
H -0.2994 1.2125 2.5126
H -0.8236 2.0488 1.0519
H -0.8924 -2.0521 1.3317
H -0.2412 -1.1554 2.6803
H 0.4157 -0.0709 -2.1370
H -2.7474 -0.9892 -0.5726
H -1.7558 -1.0591 -2.0781
H -1.0875 -1.9835 -0.7516
H -1.1498 2.2512 -0.9413
H -1.6716 1.2108 -2.2376
H -2.4905 1.2167 -0.7448
```

The orbital gap (alpha / beta) is 10.676 / 4.030 eV. The spin multiplicity is 1. The net charge is +1. For the electronic energy, the calculation gives -24678.154 eV. For the strongest force on any atom, the calculation gives 5.86 eV/Å.

=====

The following is a DFT calculation (ωB97M-V/def2-TZVPD) of a structure of composition C10H19ErN6O4PS2 at a distorted geometry.

The geometry in XYZ format:
```
43
C10H19ErN6O4PS2 | the Open Molecules 2025 dataset | ωB97M-V/def2-TZVPD
Er -2.3763 -3.2256 13.0431
N 0.4230 -2.4572 15.9228
C -0.6036 -3.3420 15.9406
N -1.2641 -3.9436 14.8987
C -2.1147 -4.9670 15.3772
C -2.1833 -5.0081 16.8010
S -1.1593 -3.9498 17.5992
C -3.0280 -5.6761 14.5678
C -4.1234 -6.4421 14.9461
S -4.9788 -7.1110 13.6230
C -3.5810 -6.5789 12.5973
N -2.8627 -5.6326 13.1773
N -3.2270 -6.9678 11.3589
H 1.0705 -2.4468 15.1243
H 0.5976 -1.7899 16.7361
H -2.7251 -5.8177 17.3726
H -4.5452 -6.6576 15.9573
H -3.7651 -7.7329 10.8930
H -2.4485 -6.5619 10.8031
C -4.1730 -1.6207 17.6154
O -3.8678 -2.0708 16.2516
P -4.0789 -1.2278 14.8902
O -4.2435 -2.7511 14.0275
C -5.6038 -3.2260 13.7415
O -2.5450 -1.2139 14.1144
C -1.8242 0.0303 14.1049
H -3.2117 -1.5906 18.1389
H -4.8054 -2.4059 18.0002
H -4.5446 -0.6148 17.5732
H -6.3928 -2.6044 14.2466
H -5.7229 -4.2944 13.8830
H -5.7259 -3.0764 12.6221
H -0.8019 -0.1051 14.3641
H -2.3682 0.7493 14.6837
H -1.8918 0.3631 13.0520
N -0.0193 -3.7313 9.4205
C -0.9311 -2.9100 9.9738
N -1.0537 -1.6840 9.4156
O -1.6188 -3.2955 10.9761
H 0.6216 -3.4448 8.7383
H 0.1002 -4.6268 9.9159
H -0.6960 -1.5874 8.4924
H -1.8039 -1.0520 9.6736
```

The orbital gap (alpha / beta) is 6.996 / 7.078 eV. The spin multiplicity is 4. The net charge is +3. For the electronic energy, the calculation gives -86368.282 eV. For the strongest force on any atom, the calculation gives 5.18 eV/Å.

=====

The following is a DFT calculation (ωB97M-V/def2-TZVPD) of a cluster of 5 separate species, C10H19F6O9S2 in total at a distorted geometry.

The geometry in XYZ format:
```
46
C10H19F6O9S2 | the Open Molecules 2025 dataset | ωB97M-V/def2-TZVPD
O 0.0043 0.9212 1.0336
H 0.3971 1.7108 0.6542
H -0.9123 0.8794 0.7511
H 0.4573 0.1377 0.7134
C -0.2571 3.5470 -2.7751
F -0.6458 4.5909 -3.5168
F -1.2644 2.6299 -2.7496
F 0.7316 3.0072 -3.3621
S 0.2294 4.0399 -0.9470
O 1.3641 4.9160 -1.0116
O -0.9783 4.6169 -0.2838
O 0.7196 2.7936 -0.4474
C -4.7187 1.3662 -0.7076
F -6.0304 1.6400 -0.6089
F -4.5310 0.0263 -0.6463
F -4.3624 1.7237 -1.9630
S -3.6242 2.0917 0.7829
O -3.4093 3.5375 0.4921
O -4.4287 1.9115 2.0281
O -2.3795 1.3346 0.7478
C -2.0906 -3.2663 1.6918
C -1.1083 -4.1652 0.9818
C 0.1582 -3.2209 0.8522
O -0.3648 -1.8694 1.1346
C -1.7973 -1.8575 1.2338
H -1.9479 -3.3559 2.7687
H -3.1352 -3.4133 1.4174
H -1.4604 -4.4653 -0.0052
H -0.6912 -5.0489 1.4647
H 0.5048 -3.3514 -0.1730
H 1.0279 -3.4847 1.4539
H -2.2445 -1.5220 0.2981
H -2.1246 -1.1147 1.9613
C 4.3736 -1.4754 -0.1779
C 4.4827 -0.1963 -0.9446
C 2.9880 0.3430 -0.8850
O 2.4004 -0.3635 0.2057
C 3.3836 -1.0931 0.9389
H 5.2637 -1.7919 0.3658
H 3.8518 -2.1769 -0.8289
H 4.7496 -0.3747 -1.9863
H 5.2677 0.4875 -0.6217
H 2.4332 0.1345 -1.7998
H 2.9929 1.4235 -0.7408
H 2.9867 -1.8776 1.5832
H 3.7388 -0.3259 1.6270
```

The orbital gap (alpha / beta) is 10.752 / 4.111 eV. The spin multiplicity is 2. The net charge is 0. For the electronic energy, the calculation gives -67075.237 eV. For the strongest force on any atom, the calculation gives 3.47 eV/Å.

=====

The following is a DFT calculation (ωB97M-V/def2-TZVPD) of a cluster of 2 separate species, C10H19FN2O3PS4 in total at a distorted geometry.

The geometry in XYZ format:
```
40
C10H19FN2O3PS4 | the Open Molecules 2025 dataset | ωB97M-V/def2-TZVPD
O 1.4647 1.2406 -0.8554
S 1.6353 0.2123 -1.8306
O 2.6694 0.3777 -2.7801
C 2.0079 -1.3062 -0.8956
P 1.0272 -1.2635 0.6428
F 1.6472 -2.2093 1.6554
C -0.6478 -1.7607 0.2643
C -1.5908 -1.5622 1.5058
C -2.2584 -2.8579 1.9527
S -3.6349 -3.4749 0.9062
C -3.5165 -2.7419 -0.7376
S -2.7509 -3.4282 -1.9680
N -4.2087 -1.5153 -0.9540
C -3.7555 -0.2309 -0.8287
C -4.7693 0.6050 -1.1027
N -5.8686 -0.1581 -1.4224
C -5.5252 -1.3825 -1.3432
H 0.4420 -0.0278 -2.4492
H 3.0760 -1.3592 -0.6809
H 1.6724 -2.1653 -1.4826
H 1.0216 0.0227 1.1930
H -1.0095 -1.2408 -0.6235
H -0.6068 -2.8424 0.0930
H -2.2797 -0.7327 1.3719
H -0.9352 -1.2587 2.3346
H -2.6945 -2.6916 2.9344
H -1.4834 -3.6233 2.0010
H -2.7646 0.0770 -0.5454
H -4.7097 1.6775 -1.0607
H -6.1757 -2.2161 -1.5561
C 3.2613 3.2420 0.2725
S 4.4923 3.3650 1.5801
O 3.9866 4.3500 2.5646
C 5.7454 4.1880 0.5890
H 2.3700 2.7880 0.6919
H 3.0195 4.2357 -0.1056
H 3.6471 2.6160 -0.5311
H 5.3462 5.1221 0.1940
H 6.0554 3.5322 -0.2252
H 6.5983 4.3976 1.2311
```

The orbital gap is 6.331 eV. The spin multiplicity is 1. The net charge is +1. For the electronic energy, the calculation gives -75137.538 eV. For the strongest force on any atom, the calculation gives 2.05 eV/Å.

=====

The following is a DFT calculation (ωB97M-V/def2-TZVPD) of an isolated molecule of C10H19ISi at a distorted geometry.

The geometry in XYZ format:
```
31
C10H19ISi | the Open Molecules 2025 dataset | ωB97M-V/def2-TZVPD
C -3.6940 0.6969 -0.3704
C 0.2255 3.3889 1.8527
C -2.4871 1.2840 -0.3503
C -0.2097 2.1565 1.8696
C 1.8752 -0.8095 -1.8969
C 2.1412 -1.7910 0.3375
C 0.3111 -2.6583 -1.0369
C -1.3554 0.5882 -0.9521
C 0.7545 1.0639 1.4088
C 1.0624 -1.3255 -0.7064
Si -0.0568 -0.1287 0.2023
I -1.5869 -1.5691 1.9958
H -4.6338 1.0836 -0.0278
H -3.9804 -0.2122 -0.7508
H -0.3755 4.0250 2.3328
H 1.2686 3.6342 1.6390
H -2.6353 2.3192 0.1149
H -1.1507 1.7378 2.2753
H 2.1505 0.2220 -1.8234
H 2.7784 -1.4320 -2.0021
H 1.3279 -0.8495 -2.8166
H 1.7081 -2.2362 1.2158
H 2.7242 -0.9851 0.6218
H 2.8619 -2.4308 -0.2305
H 0.0051 -2.9702 -0.0326
H -0.6031 -2.4645 -1.5158
H 1.0038 -3.3115 -1.6260
H -0.7300 1.1656 -1.5438
H -1.6298 -0.0893 -1.6728
H 1.1480 0.4287 2.2741
H 1.7823 1.4689 1.2145
```

The orbital gap is 9.513 eV. The spin multiplicity is 1. As for the structure (SMILES): C=CC[Si](I)(CC=C)C(C)(C)C. The net charge is 0. For the electronic energy, the calculation gives -26654.886 eV. For the strongest force on any atom, the calculation gives 4.02 eV/Å.